The following is a quantum chemistry calculation of a structure of composition C33H39Br4InN2O9PS, from OMol25.

Computed properties:
Frontier orbital gap, eV: 6.266
F_max, eV/A: 0.95
HOMO level, eV: -4.420
M, g mol⁻¹: 1105.2

Geometry as ORCA input:
```
! wB97M-V def2-TZVPD RIJCOSX def2/J DEFGRID3
* xyz -1 1
In 0.213 -0.493 -0.127
Br -1.185 -0.409 -6.972
C -1.048 -0.923 -5.161
C -1.306 -2.229 -4.775
Br -1.783 -3.526 -6.059
C -1.217 -2.575 -3.423
Br -1.496 -4.342 -2.833
C -0.876 -1.651 -2.445
O -0.750 -1.991 -1.179
C -0.597 -0.304 -2.839
O -0.219 0.576 -1.925
C -0.689 0.019 -4.186
Br -0.336 1.816 -4.658
O 4.334 -1.595 -1.267
S 3.102 -1.003 -1.738
O 2.133 -1.900 -2.293
N 2.388 -0.150 -0.573
C 3.148 0.663 0.228
C 4.487 0.979 0.037
C 5.164 1.832 0.920
C 4.548 2.381 2.011
C 3.191 2.089 2.252
C 2.470 2.599 3.352
C 1.156 2.264 3.520
C 0.542 1.420 2.582
N 1.185 0.937 1.545
C 2.487 1.239 1.360
C 3.568 0.141 -3.022
C 4.429 -0.371 -3.985
C 4.839 0.440 -5.028
C 4.388 1.753 -5.097
C 3.526 2.250 -4.133
C 3.104 1.440 -3.088
H 5.015 0.549 -0.800
H 6.204 2.057 0.722
H 5.087 3.029 2.690
H 2.974 3.258 4.050
H 0.580 2.637 4.356
H -0.499 1.139 2.669
H 4.757 -1.399 -3.896
H 5.506 0.053 -5.788
H 4.708 2.383 -5.918
H 3.162 3.267 -4.201
H 2.413 1.810 -2.341
C 3.341 -2.988 1.638
C 2.066 -3.218 0.842
O 1.038 -2.317 1.260
C 0.094 -2.861 2.185
C -0.871 -3.852 1.556
H 4.059 -3.780 1.422
H 3.132 -2.983 2.711
H 3.791 -2.035 1.359
H 1.720 -4.247 0.952
H 2.251 -3.042 -0.213
H -0.467 -1.998 2.541
H 0.634 -3.298 3.034
H -1.476 -3.353 0.798
H -1.529 -4.253 2.330
H -0.352 -4.688 1.087
C -4.753 -1.396 3.184
C -3.961 -0.090 3.264
C -2.699 -0.268 4.107
C -4.844 0.987 3.894
O -3.630 0.436 1.965
P -2.811 -0.334 0.782
O -3.258 -1.706 0.534
O -1.333 -0.140 1.189
O -3.142 0.583 -0.470
C -3.235 2.016 -0.608
C -4.626 2.464 -0.157
C -3.045 2.283 -2.096
C -2.152 2.739 0.192
H -5.064 -1.704 4.184
H -4.158 -2.177 2.719
H -5.635 -1.243 2.561
H -2.958 -0.627 5.104
H -2.178 0.687 4.201
H -2.030 -0.985 3.635
H -5.156 0.676 4.892
H -5.727 1.143 3.274
H -4.298 1.929 3.972
H -5.391 1.913 -0.705
H -4.752 3.530 -0.349
H -4.752 2.270 0.907
H -3.769 1.708 -2.676
H -2.044 1.973 -2.393
H -3.178 3.345 -2.309
H -2.277 2.544 1.257
H -2.215 3.814 0.016
H -1.168 2.383 -0.119
*
```

***

The following is a quantum chemistry calculation of the ion C3H10NS2 with charge +1 at a distorted geometry, from OMol25.

Computed properties:
Frontier orbital gap, eV: 8.700
SMILES: CSSCC[NH3+]
F_max, eV/A: 2.74
HOMO level, eV: -12.296
Energy relative to the best compared isomer or geometry (same formula, charge and spin), kcal/mol: 16.9
M, g mol⁻¹: 124.3

Geometry as ORCA input:
```
! wB97M-V def2-TZVPD RIJCOSX def2/J DEFGRID3
* xyz 1 1
N 0.022 -2.279 0.840
C 0.022 -1.106 1.759
C -0.382 0.238 1.047
S -0.137 0.068 -0.723
S 1.162 1.453 -1.380
C 0.136 2.325 -2.561
H -0.882 -2.724 0.704
H 0.637 -2.972 1.270
H 0.504 -1.971 0.022
H 1.000 -0.923 2.214
H -0.686 -1.279 2.562
H -1.399 0.467 1.328
H 0.209 1.029 1.438
H -0.551 1.736 -3.180
H 0.802 2.844 -3.268
H -0.459 3.093 -2.072
*
```

***

The following is a quantum chemistry calculation of a structure of composition C33H34Cl5FN4O9Pm at a distorted geometry, from OMol25.

Computed properties:
Expectation value of S²: 6.00
Frontier orbital gap (alpha / beta), eV: 8.145 / 8.149
F_max, eV/A: 3.87
HOMO level (alpha / beta), eV: -5.800 / -5.804
M, g mol⁻¹: 971.9

Geometry as ORCA input:
```
! wB97M-V def2-TZVPD RIJCOSX def2/J DEFGRID3
* xyz -1 5
Pm 0.115 -0.518 0.780
C -2.323 6.082 -2.093
C -0.822 5.939 -2.330
C -0.530 6.043 -3.826
C 0.972 6.058 -4.042
C 1.577 4.847 -3.390
C 2.768 4.345 -3.867
C 3.315 3.200 -3.304
F 4.487 2.753 -3.803
C 2.700 2.547 -2.269
C 1.497 3.046 -1.763
C 0.852 2.331 -0.652
O 1.412 1.376 -0.083
C -0.435 2.854 -0.288
C -0.918 3.973 -0.880
N -0.281 4.677 -1.835
C 0.920 4.203 -2.326
C -1.343 2.191 0.748
O -2.517 2.577 0.811
O -0.813 1.335 1.503
H -2.684 6.949 -2.642
H -2.564 6.228 -1.044
H -2.840 5.200 -2.460
H -0.298 6.757 -1.809
H -0.989 6.945 -4.233
H -0.959 5.173 -4.325
H 1.403 6.968 -3.611
H 1.207 6.056 -5.108
H 3.272 4.827 -4.692
H 3.107 1.636 -1.863
H -1.886 4.310 -0.542
O -0.254 1.044 -2.779
C -0.094 0.139 -1.960
O -0.974 -0.239 -1.101
C 1.226 -0.691 -1.907
O 1.963 -0.726 -2.888
O 1.387 -1.348 -0.824
C -3.496 -0.503 0.514
O -2.602 -0.891 1.545
C -2.966 -0.271 2.763
C -2.153 -0.858 3.906
O -0.781 -0.566 3.751
C -0.072 -0.856 4.934
H -4.511 -0.859 0.752
H -3.140 -0.959 -0.407
H -3.511 0.587 0.406
H -4.035 -0.455 2.964
H -2.784 0.808 2.697
H -2.299 -1.948 3.940
H -2.522 -0.427 4.851
H -0.534 -0.355 5.795
H 0.942 -0.491 4.812
H -0.050 -1.938 5.130
Cl 2.247 -3.422 1.398
C 2.785 -2.157 2.441
C 2.079 -0.955 2.333
C 2.617 0.080 3.110
Cl 1.827 1.613 2.958
C 3.705 -0.068 3.966
Cl 4.309 1.261 4.880
C 4.320 -1.311 4.075
Cl 5.636 -1.533 5.161
C 3.867 -2.368 3.292
Cl 4.652 -3.897 3.397
C 0.391 -4.914 -2.458
C -0.245 -3.554 -2.705
N -0.846 -3.066 -1.477
C -0.808 -3.741 -0.301
N -0.856 -3.059 0.804
C -1.087 -3.780 2.046
C -0.643 -5.245 2.018
C -1.207 -5.892 0.761
N -0.804 -5.110 -0.377
C -0.590 -5.753 -1.647
H 1.307 -4.779 -1.879
H 0.638 -5.407 -3.397
H -1.029 -3.628 -3.473
H 0.505 -2.843 -3.063
H -0.809 -2.050 -1.340
H -2.162 -3.727 2.279
H -0.543 -3.253 2.835
H -0.993 -5.770 2.911
H 0.447 -5.293 1.981
H -2.306 -5.956 0.826
H -0.821 -6.910 0.650
H -1.534 -5.862 -2.203
H -0.189 -6.755 -1.456
*
```